# 1
ORCA calculation (the ωB97M-V functional and the def2-TZVPD basis) on C37H57FeO3SSeSi as an isolated structure.

Last column: Mulliken charge in e.
CARTESIAN COORDINATES (ANGSTROEM)
Se  -0.0075  -0.4952  3.9988  0.294
Fe  0.1228  -0.0094  0.7253  0.923
S  -0.0246  -3.0931  0.6997  1.417
Si  0.0099  3.8779  -2.4264  0.015
O  0.2187  -1.8517  -0.1830  -0.745
O  1.7903  -0.1170  1.5512  -1.638
O  -1.5788  -0.2694  1.3865  -1.386
C  5.0528  -0.4603  1.2261  -1.841
C  -0.0408  5.3452  -1.2723  -0.941
C  4.5070  -4.9503  4.7412  -1.745
C  5.0887  -2.7432  0.2271  -1.990
C  -1.5509  -1.4803  3.4246  -0.046
C  -1.4289  -3.9544  -0.0606  -0.152
C  -3.3943  -1.7384  1.8676  0.286
C  1.1780  -4.3096  0.0890  0.000
C  -4.2790  -1.2916  0.6862  1.986
C  -3.8820  -2.7124  2.7309  -0.320
C  1.5512  3.9156  -3.4810  -0.961
C  -3.5481  -0.5571  -0.4454  -1.827
C  2.1181  -1.2368  2.2003  0.884
C  -5.2903  -3.8611  5.1612  -1.701
C  3.4762  -1.0798  -0.6093  -1.523
C  3.4778  -3.1859  2.5026  -0.256
C  3.0509  -4.9610  4.2568  2.034
C  2.8639  -6.0979  3.2420  -1.590
C  4.1760  -1.5883  0.6618  2.162
C  -3.8936  -5.5261  3.9178  -1.587
C  1.3845  -1.6390  3.3250  0.459
C  2.7140  -3.6306  3.5865  0.003
C  -0.8716  -5.0081  -1.0087  -0.999
C  -5.3365  -0.3335  1.2611  -1.798
C  0.0472  2.3555  -1.3965  0.982
C  -2.0858  -2.4530  4.2568  -0.011
C  0.3861  -5.5419  -0.3248  -0.796
C  -1.5189  3.8264  -3.4989  -0.956
C  -3.2511  -3.1171  3.9070  -0.730
C  1.6736  -2.8183  4.0002  -0.490
C  -5.0050  -2.4852  0.0436  -1.640
C  2.1462  -5.2407  5.4572  -2.267
C  3.2198  -2.0268  1.7848  0.201
C  -3.0493  -4.5026  6.0168  -2.002
C  0.0871  1.3339  -0.7296  -1.151
C  -3.8600  -4.2358  4.7485  1.922
C  -2.1607  -1.1370  2.2073  1.074
H  5.6860  -2.4236  -0.6274  0.473
H  4.2304  -0.9400  -1.3869  0.534
H  -4.8569  0.5344  1.7169  0.384
H  -4.4770  -5.3973  3.0047  0.310
H  -3.0097  -3.6230  6.6612  0.408
H  1.8242  -6.1438  2.9072  0.182
H  -5.9436  -3.7466  4.2956  0.312
H  0.9819  -6.1810  -0.9764  0.468
H  1.6384  -3.8108  -0.7663  0.173
H  -5.9415  -0.8270  2.0241  0.275
H  -2.4185  3.8311  -2.8810  0.297
H  -1.9941  -4.3875  0.7679  0.298
H  1.5532  4.7732  -4.1568  0.302
H  -4.2626  -0.3815  -1.2532  0.505
H  -0.6110  -4.5490  -1.9642  0.345
H  -5.6026  -2.1288  -0.7969  0.485
H  2.4230  -6.1955  5.9079  0.449
H  -1.5640  4.6835  -4.1739  0.305
H  5.2080  -4.8329  3.9140  0.300
H  4.7436  -5.8882  5.2484  0.478
H  -2.0347  -3.1792  -0.5265  -0.253
H  5.6097  -0.8013  2.1010  0.347
H  0.1150  -6.1311  0.5550  0.255
H  2.2441  -4.4686  6.2220  0.409
H  -5.9998  0.0190  0.4677  0.473
H  2.9718  -0.1328  -0.4550  0.274
H  -0.0675  6.2903  -1.8183  0.304
H  2.4419  3.9737  -2.8530  0.304
H  0.8383  5.3498  -0.6260  0.294
H  1.9247  -4.4703  0.8626  -0.433
H  4.5088  -3.6188  -0.0763  0.288
H  -2.7155  -1.1329  -0.8546  0.089
H  1.0964  -5.3023  5.1632  0.413
H  2.7398  -1.7952  -0.9812  0.065
H  -1.6057  -5.7899  -1.2017  0.434
H  -1.5712  -2.6718  5.1815  0.474
H  1.0675  -3.0749  4.8576  0.338
H  -5.2965  -2.9206  5.7146  0.351
H  3.1171  -7.0593  3.6944  0.559
H  1.6244  3.0076  -4.0818  0.301
H  4.3144  -3.7998  2.1986  0.352
H  5.7657  -0.1199  0.4715  0.476
H  -3.5152  -5.3109  6.5830  0.446
H  -4.8232  -3.1826  2.4835  0.265
H  -4.2986  -3.2258  -0.3384  0.198
H  -5.6857  -2.9903  0.7267  0.411
H  3.5006  -5.9614  2.3656  0.247
H  -2.8816  -5.8252  3.6347  0.267
H  -3.1479  0.4010  -0.1278  0.357
H  -2.0264  -4.8051  5.7843  0.251
H  -5.7156  -4.6386  5.7992  0.475
H  -4.3421  -6.3389  4.4935  0.483
H  -0.9250  5.2950  -0.6348  0.291
H  4.6724  -4.1298  5.4412  0.348
H  5.7871  -3.0458  1.0089  0.368
H  4.4344  0.3890  1.5200  0.334
H  -1.5319  2.9168  -4.1017  0.305

The value obtained for the energy above the lowest of the compared OMol25 structures with the same formula, charge and spin is 39.5 kJ/mol. Its multiplicity is 6. The total charge is 0. The highest occupied orbital energy (alpha / beta) is -8.00 / -8.05 eV. The HOMO-LUMO gap (alpha / beta) is 8.21 / 7.40 eV.


# 2
ORCA calculation (the ωB97M-V functional and the def2-TZVPD basis) on a 12-piece molecular cluster, C37H58Cl22F8N2 overall.

Last column: Mulliken charge in e.
CARTESIAN COORDINATES (ANGSTROEM)
Cl  -2.1541  -6.3715  6.2067  -0.143
Cl  -2.4526  5.6640  -7.7603  -0.154
Cl  -5.4589  1.9573  1.0804  -0.142
Cl  -9.3180  -3.2776  -1.9298  -0.171
Cl  -1.5259  7.8599  -6.0816  -0.158
Cl  0.4079  -5.5381  -4.7009  -0.172
Cl  -3.5255  -4.4593  2.1430  -0.177
Cl  -11.7788  -6.3753  0.5062  -0.139
Cl  1.2686  3.4367  -6.7289  -0.153
Cl  4.0354  2.9156  -7.4856  -0.170
Cl  -10.0756  0.4555  1.0801  -0.200
Cl  -12.0847  -2.7565  -1.1731  -0.161
Cl  -2.8190  -3.6935  7.1476  -0.129
Cl  0.3835  -3.3114  -2.8193  -0.060
Cl  -10.8648  2.7455  -0.5423  -0.178
Cl  -11.1266  -0.2182  -3.3903  -0.079
Cl  -6.9254  -0.4652  0.3874  -0.147
Cl  -1.0910  -3.8192  3.6135  -0.068
Cl  -9.3443  -5.7352  1.9768  -0.139
Cl  10.6792  2.4612  2.4869  -0.151
Cl  -13.5861  1.3339  -3.1880  -0.149
Cl  8.2198  4.0134  2.6893  -0.083
F  1.8683  4.5632  -2.4064  -0.287
F  6.0933  0.6632  -3.6551  -0.343
F  3.6705  5.8228  -1.0000  -0.340
F  3.9071  -2.4290  -3.4063  -0.253
F  2.9870  -0.0691  -3.7482  -0.224
F  3.7320  3.1047  -2.7738  -0.268
F  1.8877  2.4944  -1.2001  -0.193
F  2.5286  4.4933  0.6192  -0.239
N  5.1908  -0.2148  4.2688  -0.715
N  6.2937  -3.2270  1.3328  -0.643
C  1.7861  -0.7577  1.1287  0.028
C  1.5353  -0.3177  2.6880  -0.498
C  -10.4485  -3.0771  -0.5856  0.858
C  2.9048  3.1160  -6.1414  0.352
C  4.1707  0.5122  0.5920  1.678
C  4.9953  3.8834  -0.0790  -0.706
C  1.0044  -3.9086  -4.3630  -0.243
C  -1.6722  -2.3363  -0.4945  -0.489
C  3.4994  4.4089  -0.4961  0.800
C  -1.8181  0.8638  0.2781  0.007
C  -6.8270  0.9146  1.4881  -0.297
C  6.2088  -1.3078  -1.6875  -0.401
C  0.1116  1.9359  1.9462  0.329
C  3.4026  -0.9606  0.7495  -0.548
C  -2.2196  -5.0980  3.1489  -0.086
C  5.3890  0.1991  3.0466  -0.524
C  6.5946  -1.9459  1.3227  -0.370
C  0.2073  0.6274  2.9293  -0.511
C  -2.7208  -5.4061  7.5748  -0.244
C  5.1436  3.3624  1.4688  -0.357
C  -2.0192  -1.7834  1.0360  1.204
C  -10.3294  1.0608  -0.5613  0.103
C  8.8051  -0.4395  2.7774  -0.835
C  6.2328  2.1388  1.4685  -0.669
C  -12.1632  0.9794  -4.1753  -0.334
C  9.6426  3.6589  1.7019  -0.173
C  5.5679  0.6238  1.4385  0.326
C  -10.4729  -7.0140  1.5121  -0.263
C  -1.0460  6.4485  -7.0317  -0.003
C  6.9266  -0.1610  -0.7678  -0.163
C  -1.4194  2.0582  1.3302  -0.984
C  2.7907  3.5803  -1.7246  0.536
C  5.4798  -0.4882  -2.9504  0.336
C  8.2711  0.0753  1.4855  -0.114
C  4.1225  -0.9447  -3.3698  0.230
C  -2.7870  -0.3177  0.9508  -0.696
C  6.7848  -0.3625  0.8518  1.660
H  -6.7019  0.5468  2.5094  0.306
H  -2.0237  -5.5256  8.4076  0.274
H  3.2320  3.9558  -5.5236  0.132
H  4.1425  3.0560  1.9910  0.302
H  2.5034  0.1723  3.1286  0.106
H  5.3479  -1.9065  -1.1701  0.211
H  -10.4577  -3.9926  0.0109  -0.419
H  -2.5017  1.3722  -0.5554  0.327
H  3.3962  -1.5794  -0.2582  0.103
H  9.4512  0.3080  3.4460  0.117
H  8.7077  -1.5334  3.1833  0.238
H  -7.7503  1.4944  1.4153  0.243
H  -9.9319  -7.7787  0.9495  0.268
H  -3.8327  -0.4031  0.3871  0.053
H  5.6180  4.2484  2.0867  0.369
H  -2.7134  -2.5341  1.6052  -0.537
H  -3.7127  -5.7563  7.8707  0.268
H  3.8398  -1.6215  1.6100  0.311
H  2.0961  -3.9305  -4.3228  0.165
H  8.0646  -0.0300  -1.0412  0.404
H  -9.3899  0.9923  -1.1150  0.308
H  -11.0919  0.4507  -1.0515  -0.046
H  -0.5573  -2.0293  -0.7483  -0.198
H  -12.4894  0.5885  -5.1421  0.315
H  -0.5396  5.7347  -6.3775  0.030
H  1.3327  -1.3195  3.3040  0.217
H  6.8211  2.2247  2.5040  0.698
H  0.9486  1.9958  1.1298  -0.385
H  -10.9023  -7.4549  2.4150  0.269
H  -1.7612  -3.5213  -0.4234  0.370
H  3.3508  1.3018  0.9524  -0.599
H  9.3164  3.2679  0.7351  0.130
H  5.3769  3.0304  -0.8084  0.020
H  7.0553  -1.9981  -2.1148  0.429
H  -10.1213  -2.2374  0.0322  -0.094
H  0.6779  -3.2376  -5.1612  0.306
H  5.7585  4.7906  -0.2102  0.370
H  -3.0098  0.0034  2.0546  0.363
H  -2.1829  2.1430  2.2205  0.294
H  -0.9959  -1.7484  1.6098  -0.446
H  -1.6786  -5.8627  2.5862  0.312
H  0.2806  1.0276  4.0483  0.425
H  1.2881  -1.8089  0.8600  0.414
H  0.2616  2.8952  2.6404  0.306
H  8.9298  0.8716  0.9149  0.240
H  -2.4607  -1.8591  -1.2196  0.264
H  4.2813  0.6984  -0.5703  -0.412
H  10.2118  4.5799  1.5545  0.390
H  6.9551  2.3427  0.5397  0.019
H  1.3316  0.0027  0.3331  -0.321
H  -1.4773  3.1011  0.7588  0.332
H  -11.5940  1.9004  -4.3228  0.273
H  -0.8425  0.4091  -0.2271  -0.116
H  -0.3662  6.7683  -7.8252  0.275
H  2.8956  2.2006  -5.5448  -0.142
H  -2.6490  -5.5388  4.0517  0.046
H  -0.8054  0.0074  2.8940  0.086
H  6.4126  0.8807  -1.0416  -0.290

The value obtained for the energy above the lowest of the compared OMol25 structures with the same formula, charge and spin is 1564.3 kJ/mol. Its multiplicity is 1. Its SMILES is C=C[C@](C#N)(CCC(F)=C(F)F)[C@](C#N)(CCCCCCCCCCC)CCCC(F)(F)C(F)(F)F.ClCCl.ClCCl.ClCCl.ClCCl.ClCCl.ClCCl.ClCCl.ClCCl.ClCCl.ClCCl.ClCCl. The total charge is 0. The highest occupied orbital energy is -9.69 eV. The HOMO-LUMO gap is 8.89 eV.